No. 1
{"formula": "C9H14O", "method": "the ωB97M-V functional and the def2-TZVPD basis", "spin_multiplicity": 2, "charge": -1, "gap_ha": [0.08551, 0.25026], "e_homo_ev": [1.2, -3.4], "relative_energy_kcal_mol": 41.03, "species": ["C", "C", "O", "H", "H", "H", "H", "H", "H", "H", "C", "C", "C", "C", "H", "H", "H", "C", "H", "H", "C", "C", "H", "H"], "xyz": [[-0.968, -0.806, 3.544], [0.720, -1.498, -1.319], [1.193, -2.381, -3.572], [-0.936, 2.006, 0.461], [0.017, 0.764, 2.434], [0.297, -0.412, 0.421], [-0.156, 1.885, -3.045], [0.850, -3.330, -3.320], [0.882, -2.549, -0.985], [-0.267, 2.944, -0.960], [0.584, -0.117, -3.413], [0.188, 0.954, -2.608], [-0.062, 1.967, -0.351], [0.772, -1.357, -2.718], [-1.528, 1.400, 3.314], [0.819, 2.146, 0.188], [-1.218, -1.035, 4.525], [0.230, 0.826, -1.244], [0.786, -0.091, -4.440], [-0.241, 0.944, 4.242], [0.387, -0.386, -0.647], [-0.614, 0.709, 3.280], [-0.025, -1.388, 3.349], [-1.709, -1.196, 2.865]], "mulliken_charge": [-1.054, -1.080, -0.339, 0.133, 0.114, 0.183, 0.286, 0.276, 0.230, 0.240, -0.958, -0.405, -1.204, 0.420, 0.220, 0.334, 0.443, 0.501, 0.448, 0.323, -0.047, -0.604, 0.264, 0.276]}

***

No. 2
{"formula": "C3H6ClN", "method": "the ωB97M-V functional and the def2-TZVPD basis", "spin_multiplicity": 3, "gap_ha": [0.26114, 0.25986], "e_homo_ev": [-6.1, -9.5], "relative_energy_kcal_mol": 72.45, "species": ["C", "H", "H", "C", "H", "C", "Cl", "N", "H", "H", "H"], "xyz": [[2.025, 0.422, 1.236], [-1.934, -1.682, -1.050], [2.258, 1.477, 1.221], [0.830, -0.198, 1.377], [2.861, -0.106, 0.713], [-1.797, 0.089, -0.076], [-3.389, 0.361, -1.024], [-1.414, -1.051, -0.448], [-0.088, 0.079, 1.901], [-0.586, -1.240, 0.043], [0.805, -1.231, 1.129]], "mulliken_charge": [-0.753, 0.235, 0.341, -0.563, 0.243, -0.136, -0.259, -0.071, 0.430, 0.224, 0.310]}

***

No. 3
{"formula": "C4H7NO", "method": "the ωB97M-V functional and the def2-TZVPD basis", "spin_multiplicity": 1, "gap_ha": 0.39440, "e_homo_ev": -9.7, "relative_energy_kcal_mol": 45.68, "species": ["C", "H", "C", "O", "H", "C", "H", "H", "H", "H", "N", "H", "C"], "xyz": [[-1.839, 0.079, -0.864], [0.961, -1.026, 0.444], [-0.546, -0.041, -0.201], [3.231, -2.539, 0.963], [-1.496, 0.632, -1.855], [0.187, 1.188, 0.334], [-2.611, 0.857, -0.437], [-0.514, 1.900, 0.769], [0.946, 0.877, 1.206], [-2.246, -0.981, -0.964], [0.045, -1.167, -0.112], [0.750, 1.664, -0.499], [3.132, -1.443, 1.215]], "mulliken_charge": [-0.938, 0.126, 0.850, -0.131, 0.204, -1.031, 0.287, 0.319, 0.316, 0.298, -0.666, 0.253, 0.112]}

***

No. 4
{"formula": "C3H7N3", "method": "the ωB97M-V functional and the def2-TZVPD basis", "spin_multiplicity": 1, "smiles": "N#C[C@H](N)CN", "gap_ha": 0.39178, "e_homo_ev": -9.8, "relative_energy_kcal_mol": 5.69, "species": ["N", "H", "C", "H", "H", "H", "N", "H", "H", "H", "N", "C", "C"], "xyz": [[-1.842, 0.178, 0.489], [1.312, -1.782, 0.721], [0.569, 0.075, 0.308], [-0.740, 0.434, -1.358], [0.782, -1.615, -0.817], [-2.709, 0.555, 0.123], [0.576, -1.374, 0.152], [-0.664, 1.763, -0.189], [-1.880, -0.834, 0.406], [0.560, 0.294, 1.379], [2.702, 1.159, -0.805], [-0.714, 0.672, -0.279], [1.762, 0.718, -0.293]], "mulliken_charge": [-0.605, 0.252, 0.283, 0.299, 0.260, 0.236, -0.647, 0.385, 0.256, 0.319, -0.434, -0.751, 0.147]}

***

No. 5
{"formula": "C20H26FNO2", "method": "the ωB97M-V functional and the def2-TZVPD basis", "spin_multiplicity": 1, "smiles": "COc1cc(C)c2c3c1O[C@H]1[C@H](F)[C@H](C)C[C@H]4[C@@H](C2)N(C)CC[C@@]341", "gap_ha": 0.32072, "e_homo_ev": -7.9, "species": ["H", "C", "H", "C", "H", "H", "H", "F", "C", "H", "C", "C", "H", "H", "H", "C", "C", "H", "C", "H", "H", "H", "O", "H", "O", "H", "H", "C", "C", "C", "C", "H", "H", "C", "H", "N", "C", "C", "H", "H", "C", "H", "H", "H", "C", "H", "C", "C", "H", "C"], "xyz": [[-1.275, 2.462, -3.551], [1.154, 0.360, 0.187], [-3.884, -0.772, 0.884], [-0.190, 2.271, -3.559], [-0.969, 1.073, 4.287], [1.225, 2.465, 0.419], [0.360, 3.236, -3.533], [2.411, 2.176, -2.184], [2.030, 0.111, -1.077], [-2.245, -3.543, -0.911], [-0.488, 1.677, 1.472], [-1.176, -0.588, 0.533], [-1.836, 0.310, 2.362], [-0.964, 2.648, 1.517], [-0.395, 0.504, -2.352], [-3.470, -1.756, 0.732], [1.486, -4.272, -1.656], [1.796, 0.253, 3.565], [0.464, 1.728, 0.259], [-4.119, -2.290, 0.059], [0.442, -0.619, 2.833], [-1.400, 2.011, -0.938], [0.135, -3.782, -1.928], [2.710, 0.894, 1.563], [1.760, -1.284, -1.437], [-2.548, 0.990, 0.909], [1.795, -4.008, -0.631], [0.574, -1.612, -0.839], [-1.608, -2.682, -0.680], [1.109, 0.217, 2.736], [-1.620, 0.610, 1.338], [-0.128, 3.254, -1.210], [2.423, -0.931, 1.440], [0.144, -0.674, 0.045], [0.071, 1.732, -4.443], [0.360, 1.495, 2.690], [1.974, 0.090, 1.474], [-0.308, 2.159, -1.049], [-3.428, -2.251, 1.708], [0.500, 1.985, 4.763], [-0.250, 1.858, 3.980], [2.190, -3.811, -2.358], [1.494, -5.383, -1.763], [1.914, 0.519, -3.175], [-2.065, -1.637, 0.150], [-0.795, 2.829, 3.851], [0.181, 1.428, -2.295], [-0.263, -2.689, -1.164], [3.052, 0.206, -0.773], [1.673, 1.030, -2.249]], "mulliken_charge": [0.385, 1.060, 0.370, -1.710, 0.360, 0.834, 0.345, -0.435, -0.832, 0.407, -0.704, 0.821, 0.473, 0.690, 0.203, -1.836, -0.698, 0.629, -0.796, 0.467, 0.299, 0.262, -0.534, 0.469, -0.490, 0.558, 0.290, 0.307, -1.041, -0.968, -1.625, 0.506, 0.303, 0.816, 0.451, -0.100, -0.690, -1.377, 0.330, 0.330, -1.022, 0.254, 0.289, 0.581, 0.567, 0.291, 0.707, -0.049, 0.621, -0.366]}

***

No. 6
{"formula": "C4H25N2O9", "method": "the ωB97M-V functional and the def2-TZVPD basis", "spin_multiplicity": 1, "charge": 1, "gap_ha": 0.36540, "e_homo_ev": -12.4, "relative_energy_kcal_mol": 27.39, "species": ["H", "H", "H", "C", "H", "O", "H", "H", "N", "H", "O", "O", "H", "H", "H", "H", "N", "C", "H", "H", "O", "H", "O", "O", "H", "H", "H", "H", "O", "H", "H", "H", "H", "O", "H", "C", "O", "H", "C", "H"], "xyz": [[-0.634, -1.107, -4.968], [-1.758, -0.066, -4.843], [1.770, -1.191, 3.850], [0.397, 1.538, 0.551], [1.544, -0.197, 0.761], [1.292, -0.649, -2.470], [0.036, -0.367, 1.263], [-0.848, 1.555, -2.196], [-1.522, 2.156, -1.758], [3.301, 2.923, 0.712], [1.637, -1.432, 2.922], [-1.666, -0.534, 3.674], [0.264, -0.313, -0.399], [3.642, -1.724, -0.165], [1.182, -2.259, 2.895], [0.613, -1.026, -3.038], [0.581, 0.040, 0.508], [-1.040, 2.008, 0.685], [-1.136, -2.359, 0.430], [-2.912, 2.174, -0.183], [-0.909, -0.332, -4.504], [-1.234, -0.636, 4.502], [-1.433, -0.692, -0.599], [-1.006, -2.572, 1.364], [-3.944, -0.923, -0.720], [0.971, 1.830, 1.404], [0.873, 1.914, -0.348], [-1.404, 1.430, 1.555], [3.455, 1.974, 0.761], [-1.507, -1.380, 3.261], [3.306, -3.173, -0.571], [-1.122, 3.043, 1.009], [-2.214, 2.643, -2.300], [-3.584, -0.028, -0.663], [2.143, -0.823, -2.861], [-2.277, 0.179, -0.598], [2.964, -2.372, -0.156], [4.229, 1.761, 0.289], [-1.999, 1.660, -0.472], [-0.051, -2.674, 1.416]], "mulliken_charge": [0.294, 0.285, 0.284, -0.963, 0.366, -0.545, 0.074, 0.172, -0.534, 0.314, -0.557, -0.579, 0.299, 0.283, 0.279, 0.285, 0.269, -0.819, 0.342, 0.467, -0.576, 0.284, -0.714, -0.622, 0.419, 0.504, 0.548, 0.306, -0.585, 0.303, 0.279, 0.419, 0.249, -0.509, 0.251, 0.425, -0.549, 0.281, 0.005, 0.264]}

***

No. 7
{"formula": "C31H42Ge2N2OS2Zn", "method": "the ωB97M-V functional and the def2-TZVPD basis", "spin_multiplicity": 1, "charge": 2, "gap_ha": 0.25094, "e_homo_ev": -13.3, "relative_energy_kcal_mol": 3.69, "species": ["H", "C", "C", "H", "H", "H", "C", "H", "H", "H", "H", "H", "H", "H", "H", "C", "H", "C", "C", "C", "C", "H", "C", "H", "C", "C", "C", "H", "S", "H", "C", "C", "S", "C", "H", "H", "H", "C", "C", "C", "H", "Zn", "C", "H", "H", "H", "H", "H", "H", "H", "H", "C", "H", "C", "H", "O", "H", "C", "N", "C", "C", "C", "H", "C", "H", "H", "H", "H", "H", "C", "H", "N", "Ge", "C", "H", "C", "H", "C", "C", "H", "Ge"], "xyz": [[1.236, 3.852, -0.585], [0.873, 2.393, -1.960], [6.228, 0.621, -3.055], [0.639, -2.344, -1.373], [4.368, -4.812, 2.444], [-2.959, -4.249, -0.505], [3.600, -1.376, 0.935], [7.156, 2.132, -1.847], [-1.821, -2.328, 3.547], [2.302, -4.480, 1.137], [-2.923, 0.196, 4.433], [-4.510, -2.851, -1.246], [5.454, -0.719, 1.820], [-3.180, 1.933, 4.351], [0.933, 0.996, 3.583], [5.191, -0.306, -3.167], [0.765, -1.994, 4.360], [2.987, -3.656, 1.285], [-2.078, 1.159, 2.653], [4.394, 0.378, -1.027], [-1.873, -2.799, 1.507], [3.564, 2.008, -3.201], [-2.510, -4.139, 1.598], [3.464, -1.163, -2.211], [-2.461, 1.141, 4.142], [-2.627, -4.817, 2.813], [4.764, -1.542, 1.674], [2.765, 3.139, -4.309], [-0.674, 1.843, -1.407], [1.038, 1.349, -3.708], [2.701, -2.411, 0.737], [5.416, 1.307, -0.899], [3.251, 0.251, 0.306], [-3.108, -1.178, -1.082], [-3.401, -2.725, -2.617], [-1.598, 1.310, 4.788], [-1.149, -4.835, -1.711], [6.345, 1.421, -1.928], [-3.747, -6.647, 1.720], [-1.575, -2.012, 2.532], [-3.682, -0.684, -0.298], [-0.046, 0.062, -0.054], [-0.202, -4.329, -1.544], [2.511, 4.772, -2.594], [-2.948, 1.010, 2.014], [1.795, -2.252, 0.170], [-3.323, -6.568, 3.822], [-2.231, -4.383, 3.723], [-0.685, -2.429, -2.518], [5.489, 1.929, -0.015], [-0.123, -0.725, 5.206], [-3.240, -6.056, 2.872], [1.703, -0.346, 2.744], [5.035, -2.788, 2.216], [5.117, -0.931, -4.047], [1.895, 0.149, -0.396], [-4.730, -1.592, -2.449], [-3.636, -5.991, 0.505], [1.457, 2.015, -3.082], [-3.018, -4.750, 0.456], [2.720, 3.777, -2.204], [4.149, -3.842, 2.021], [-2.705, -0.401, -1.736], [-3.981, -2.151, -1.890], [1.633, -0.740, 5.242], [-4.026, -6.442, -0.398], [0.205, -4.696, -0.601], [0.474, -4.633, -2.343], [6.953, 0.711, -3.853], [-0.338, -2.801, -1.551], [3.651, 3.804, -1.644], [1.608, 3.320, -1.356], [-1.588, -2.049, -0.257], [0.839, -0.064, 3.343], [-4.227, -7.615, 1.771], [0.767, -0.933, 4.608], [5.934, -2.934, 2.800], [4.267, -0.440, -2.146], [2.735, 2.705, -3.314], [-1.625, 2.112, 2.376], [-0.809, -0.269, 2.332]], "mulliken_charge": [0.267, -0.213, -0.559, -0.112, 0.452, 0.302, 0.584, 0.455, 0.465, 0.460, 0.332, 0.346, 0.443, 0.397, 0.457, -0.748, 0.364, -0.631, -0.411, 0.755, 1.091, -0.275, 0.737, 0.274, -1.213, -0.807, -0.744, 0.406, -0.307, 0.220, 0.446, -0.284, -0.179, -0.186, 0.329, 0.311, 0.396, -0.681, -0.507, -0.574, 0.300, 1.120, -1.352, 0.332, 0.343, -0.179, 0.420, 0.373, 0.536, 0.541, 0.353, -0.780, -0.019, -0.764, 0.453, -0.065, 0.434, -1.212, 0.035, 0.173, -0.517, -0.678, 0.340, -1.256, 0.430, 0.441, 0.270, 0.437, 0.427, 0.149, 0.308, 0.012, -0.496, 0.150, 0.414, -1.498, 0.438, -0.288, 0.206, 0.438, -0.625]}

***

No. 8
{"formula": "H19O10", "method": "the ωB97M-V functional and the def2-TZVPD basis", "spin_multiplicity": 1, "charge": -1, "gap_ha": 0.33597, "e_homo_ev": -6.5, "relative_energy_kcal_mol": 56.45, "species": ["O", "H", "O", "H", "H", "O", "H", "H", "H", "O", "O", "H", "H", "O", "H", "H", "H", "H", "H", "O", "H", "H", "O", "H", "H", "H", "O", "H", "O"], "xyz": [[0.392, -2.807, -0.587], [1.380, -2.582, -0.638], [-0.704, -0.472, -0.271], [-1.541, 0.591, -1.576], [0.765, 1.114, 3.674], [0.770, -0.107, -2.528], [0.244, -0.526, -1.907], [0.064, -1.849, -0.351], [2.881, 2.596, -1.721], [1.645, 0.705, 3.470], [-1.051, -0.969, 2.455], [1.826, 1.183, -1.919], [-0.754, -0.380, 3.006], [2.178, 2.013, -1.355], [-2.368, -2.584, 0.662], [-2.844, 1.262, 1.012], [1.704, 0.801, 2.383], [-1.027, 1.374, -2.775], [0.658, -0.524, -3.359], [-1.862, 1.159, -2.187], [0.121, -0.116, 0.072], [2.186, -0.172, 0.447], [2.243, 0.587, 0.909], [2.462, 1.353, 0.351], [-1.641, 0.979, 0.383], [-0.794, -0.821, 1.590], [-2.781, -2.095, -0.074], [-2.220, -1.386, -0.123], [-1.930, 1.673, 0.957]], "mulliken_charge": [-0.705, 0.307, -0.771, 0.357, 0.292, -0.616, 0.269, 0.293, 0.263, -0.712, -0.556, 0.433, 0.200, -0.707, 0.324, 0.365, 0.449, 0.301, 0.218, -0.708, 0.197, 0.236, -0.706, 0.394, 0.274, 0.399, -0.682, 0.237, -0.641]}

***

Record order is preserved below.
F_max: 6.17, 8.85, 2.86, 1.14, 2.74, 2.42, 0.77, 7.37 eV/Å